The following is a DFT calculation (ωB97M-V/def2-TZVPD) of an isolated molecule of C4H8O2.

Calculated values
Kohn-Sham gap	10.3	eV
highest occupied orbital energy	-9.54	eV
energy above the lowest of the compared OMol25 structures with the same formula, charge and spin	2.043	eV
strongest force on any atom	0.3	eV Å⁻¹
electronic energy	-307.63734	Ha
structure (SMILES)	C[C@H]1[C@@H](O)[C@H]1O

Geometry as XYZ:
```
14
C4H8O2 | the OMol25 dataset | ωB97M-V/def2-TZVPD
C -0.66 1.35 0.52
C 0.62 0.61 0.20
C 0.72 -0.88 0.42
O -0.32 -1.65 0.94
C 0.63 -0.35 -0.98
O -0.60 -0.53 -1.64
H -0.64 2.35 0.08
H -1.52 0.83 0.08
H -0.81 1.44 1.60
H 1.54 1.17 0.37
H 1.67 -1.29 0.74
H -1.16 -1.28 0.66
H 1.50 -0.40 -1.63
H -0.97 -1.37 -1.34
```